A molecular structure, C57H49AsCl5N2O9STl, computed with ωB97M-V/def2-TZVPD.

For the energy above the lowest of the compared OMol25 structures with the same formula, charge and spin, the calculation gives 0.0000 eV. As for the net charge: -2. As for the LUMO energy: 3.671 eV.

```
125
Properties=species:S:1:pos:R:3:mulliken_charge:R:1
Tl 1.73 0.15 -0.59 1.2384
Cl -5.70 -2.10 -4.14 -0.2596
C -4.44 -1.22 -3.34 0.2297
C -3.20 -1.82 -3.07 0.2238
Cl -2.95 -3.47 -3.53 -0.2124
C -2.21 -1.13 -2.42 0.4391
Cl -0.71 -1.88 -2.02 -0.1280
C -2.37 0.22 -1.96 -1.7546
O -1.50 0.80 -1.26 -0.1052
C -3.62 0.80 -2.30 0.2082
Cl -3.86 2.46 -1.86 -0.1643
C -4.62 0.10 -2.96 0.4303
Cl -6.14 0.87 -3.28 -0.2504
C 2.44 0.17 3.53 -0.2202
C 3.51 0.69 2.60 0.5086
O 3.25 1.50 1.73 -0.6845
C 4.92 0.22 2.79 0.6923
C 5.80 0.33 1.72 -0.6250
C 7.10 -0.12 1.85 -0.6326
C 7.53 -0.68 3.05 -0.3154
C 6.65 -0.80 4.11 -0.7831
C 5.34 -0.36 3.98 -0.1547
H 1.47 0.36 3.07 -0.6723
H 2.50 0.69 4.49 0.6552
H 2.58 -0.90 3.71 0.0417
H 5.44 0.75 0.79 0.5066
H 7.78 -0.05 1.01 0.3840
H 8.55 -1.04 3.14 0.3767
H 6.98 -1.24 5.04 0.3828
H 4.65 -0.47 4.80 0.3434
O 0.02 0.70 1.33 1.3073
As -1.49 1.35 1.39 0.6496
C -2.89 0.08 1.06 -0.1984
C -4.23 0.42 0.98 -0.0527
C -5.16 -0.56 0.68 -0.9398
C -4.76 -1.87 0.49 -0.9154
C -3.41 -2.21 0.59 -0.5510
C -2.47 -1.23 0.88 0.6532
C -1.77 1.82 3.27 0.0284
C -0.87 2.72 3.83 -0.3700
C -0.94 3.04 5.17 -0.7541
C -1.91 2.45 5.98 -0.4405
C -2.80 1.55 5.43 -0.7389
C -2.73 1.23 4.07 -0.4234
C -1.65 3.08 0.58 0.6529
C -0.79 3.42 -0.45 -0.0272
C -0.88 4.68 -1.03 -0.8040
C -1.84 5.58 -0.58 -0.4898
C -2.70 5.24 0.45 -0.7921
C -2.59 3.98 1.04 -0.3368
H -4.54 1.46 1.09 0.3392
H -6.21 -0.29 0.58 0.3824
H -5.49 -2.63 0.24 0.4306
H -3.09 -3.23 0.43 0.6611
H -1.41 -1.47 0.92 -0.3755
H -0.10 3.17 3.21 0.3780
H -0.22 3.73 5.60 0.4017
H -1.96 2.70 7.03 0.3711
H -3.55 1.08 6.05 0.4033
H -3.43 0.52 3.66 0.3172
H -0.08 2.70 -0.82 -0.0497
H -0.21 4.95 -1.83 0.5979
H -1.92 6.56 -1.04 0.3706
H -3.44 5.94 0.80 0.3818
H -3.25 3.72 1.87 0.3202
C -2.74 -7.36 1.13 -1.7905
C -2.62 -6.08 1.92 1.4433
C -3.68 -5.67 2.71 -0.9780
C -3.61 -4.49 3.44 -0.8569
C -2.46 -3.72 3.39 -0.7174
C -1.39 -4.13 2.60 -1.1667
N -0.24 -3.30 2.53 0.8961
C 0.98 -3.72 3.03 1.1389
C 1.04 -4.64 4.09 -0.9874
C 2.26 -4.98 4.65 -0.5712
C 3.44 -4.43 4.17 -0.9131
C 3.38 -3.53 3.11 -0.3847
C 2.18 -3.19 2.51 0.0863
C 2.21 -2.24 1.32 0.5368
O 3.24 -1.57 1.15 -0.9466
O 1.19 -2.19 0.58 -0.8316
C -1.46 -5.30 1.84 1.8150
C -0.30 -5.68 0.96 -1.5564
H -3.69 -7.86 1.35 0.4089
H -1.93 -8.06 1.36 0.3286
H -2.71 -7.18 0.05 0.3487
H -4.58 -6.27 2.75 0.2969
H -4.45 -4.16 4.04 0.4177
H -2.37 -2.79 3.93 0.5479
H -0.11 -2.74 1.68 -0.2822
H 0.13 -5.05 4.48 0.4205
H 2.28 -5.69 5.47 0.3757
H 4.40 -4.69 4.62 0.4119
H 4.27 -3.08 2.71 0.5180
H 0.47 -6.21 1.53 0.3178
H 0.17 -4.79 0.54 0.0832
H -0.61 -6.32 0.15 0.5510
C 2.69 7.08 -5.18 -1.4918
C 2.18 5.82 -5.83 1.1163
C 0.83 5.66 -6.11 -0.7006
C 0.37 4.49 -6.70 -0.2032
C 1.26 3.48 -7.02 -0.2527
C 2.61 3.63 -6.75 -0.3307
C 3.06 4.79 -6.16 -0.6059
S 0.66 1.94 -7.68 1.3233
O 1.47 1.65 -8.83 -0.7638
O -0.76 2.08 -7.81 -0.7277
N 0.99 0.81 -6.58 -0.1650
C 0.36 0.89 -5.24 -1.1921
C 1.24 1.63 -4.22 1.4118
C 2.70 1.12 -4.10 0.6025
O 3.29 0.81 -5.18 -0.8760
O 3.19 1.09 -2.96 -0.7513
H 1.87 7.68 -4.79 0.3588
H 3.25 7.69 -5.89 0.3206
H 3.37 6.85 -4.36 0.3415
H 0.14 6.44 -5.85 0.2913
H -0.69 4.34 -6.90 0.4924
H 3.30 2.82 -6.95 0.2855
H 4.12 4.89 -5.91 0.3501
H 2.02 0.71 -6.40 0.4215
H 0.20 -0.14 -4.92 0.2786
H -0.62 1.36 -5.33 0.4487
H 0.77 1.57 -3.24 -0.7222
H 1.29 2.68 -4.49 -0.3060
```